Here is a molecular structure, C37H36N6O4Pb at a distorted geometry from the Open Molecules 2025 dataset. Energies are from ωB97M-V/def2-TZVPD.

Computed properties:
Gap between HOMO and LUMO (eV): 5.983
Charge: +2
HOMO level (eV): -12.562
LUMO energy (eV): -6.6
Relative energy (zero: lowest compared OMol25 entry of this formula, charge and spin) (kJ/mol): 60.0

Geometry as XYZ:
```
84
Properties=species:S:1:pos:R:3:forces:R:3
Pb 0.838 0.546 -0.258 -0.699 0.064 -0.289
C 2.522 2.889 -2.425 0.076 0.323 0.054
O 2.221 1.522 -2.695 0.101 -0.366 -0.250
C 3.011 0.861 -3.579 0.062 -0.215 -0.059
C 4.207 1.364 -4.090 -0.200 0.056 0.171
C 4.939 0.651 -5.023 -0.128 -0.175 -0.022
C 4.508 -0.592 -5.466 0.139 0.052 0.066
C 3.362 -1.138 -4.938 -0.102 0.208 0.042
C 2.619 -0.426 -3.993 0.997 0.990 -0.680
N 1.499 -1.081 -3.496 -0.945 -0.656 0.711
N 1.446 -2.336 -3.311 0.246 -0.138 0.108
C 0.182 -2.668 -3.059 -0.913 1.068 -0.077
C -0.585 -1.468 -3.106 0.711 -1.594 0.057
O 0.263 -0.469 -3.381 0.118 0.287 -0.290
C -1.965 -1.463 -2.928 -0.324 0.341 0.077
C -2.554 -2.690 -2.734 0.256 0.540 -0.060
C -1.837 -3.915 -2.686 0.547 -0.382 -0.029
C -2.503 -5.146 -2.528 0.123 -0.056 -0.053
C -1.801 -6.327 -2.545 -0.150 0.100 0.037
C -0.408 -6.329 -2.666 0.110 0.227 -0.046
C 0.281 -5.144 -2.810 -0.067 -0.093 0.031
C -0.420 -3.934 -2.838 -0.326 -0.323 0.064
H 2.567 3.473 -3.348 -0.030 -0.090 0.092
H 3.461 2.992 -1.873 -0.075 -0.051 -0.063
H 1.696 3.249 -1.814 0.004 0.066 -0.023
H 4.584 2.313 -3.748 -0.066 0.140 -0.011
H 5.853 1.074 -5.410 0.063 0.052 -0.026
H 5.068 -1.131 -6.212 0.070 -0.082 -0.072
H 3.010 -2.108 -5.254 -0.010 -0.065 -0.028
H -2.526 -0.544 -2.967 -0.117 0.043 0.014
H -3.628 -2.739 -2.631 -0.130 0.047 0.031
H -3.577 -5.156 -2.411 -0.118 0.026 -0.030
H -2.325 -7.267 -2.475 -0.070 -0.067 0.091
H 0.126 -7.268 -2.654 0.048 -0.019 -0.027
H 1.355 -5.142 -2.914 0.104 0.003 -0.024
C 0.668 3.185 3.599 -0.165 0.016 -0.089
C 1.070 2.282 2.483 -1.204 0.303 -0.425
N 0.295 2.062 1.461 0.980 -0.443 -0.021
N -0.879 2.674 1.372 -0.743 0.551 0.598
C -1.519 2.527 0.216 0.561 -0.134 0.325
O -1.071 1.865 -0.773 0.554 -0.454 -0.270
C -2.806 3.220 0.126 -0.521 0.167 -0.148
C -3.392 3.431 -1.125 0.201 -0.138 0.189
C -4.611 4.072 -1.219 -0.074 0.048 0.019
C -5.257 4.500 -0.068 0.016 -0.006 -0.011
C -4.680 4.298 1.179 -0.071 0.041 -0.038
C -3.456 3.667 1.280 0.085 -0.098 -0.160
C 2.378 1.652 2.479 1.078 -0.392 0.131
C 3.315 1.900 3.490 -0.381 -0.041 -0.277
C 4.566 1.320 3.411 0.098 -0.269 -0.303
C 4.871 0.503 2.328 -0.055 0.168 0.163
C 3.895 0.303 1.370 0.074 -0.087 0.022
N 2.688 0.850 1.441 -0.142 0.222 0.400
H 1.313 4.062 3.635 0.063 0.076 0.040
H 0.744 2.667 4.552 0.037 -0.020 0.150
H -0.357 3.513 3.444 0.086 -0.005 0.037
H -2.869 3.097 -2.010 -0.002 -0.027 -0.045
H -5.061 4.243 -2.187 -0.019 0.012 -0.036
H -6.213 4.995 -0.140 -0.100 0.063 -0.019
H -5.187 4.639 2.069 -0.026 0.012 0.042
H -2.998 3.506 2.243 0.032 0.003 0.047
H 3.068 2.542 4.318 -0.057 0.068 0.062
H 5.303 1.499 4.177 0.079 0.051 0.121
H 5.837 0.039 2.227 0.116 -0.055 -0.012
H 4.084 -0.321 0.507 0.052 -0.088 -0.077
O -0.699 -0.969 0.740 0.200 0.342 -0.271
C -1.021 -1.321 1.896 -0.211 -0.301 0.086
C -2.464 -1.406 2.294 -0.089 0.270 -0.061
C -2.784 -0.377 3.394 -0.156 -0.208 0.200
C -2.456 -0.869 4.803 0.234 0.272 -0.072
C -0.961 -1.055 5.055 -0.195 -0.271 0.018
C -0.329 -2.108 4.143 -0.219 0.169 0.549
N -0.096 -1.613 2.796 0.467 0.026 -0.116
H -2.713 -2.408 2.650 0.036 -0.053 -0.064
H -3.055 -1.191 1.404 0.100 -0.106 0.004
H -3.851 -0.158 3.350 0.019 0.050 -0.085
H -2.250 0.553 3.184 -0.050 0.133 -0.030
H -2.970 -1.816 4.984 -0.072 -0.030 0.032
H -2.846 -0.149 5.524 -0.027 -0.059 0.005
H -0.820 -1.373 6.090 0.071 0.041 0.006
H -0.442 -0.104 4.920 0.104 0.040 0.049
H -0.977 -2.989 4.098 0.153 -0.011 0.005
H 0.637 -2.420 4.543 -0.086 -0.027 -0.116
H 0.866 -1.475 2.513 -0.133 -0.085 -0.045
```
Forces are in eV/Å.

---

Here is a single C4H6O6S2 molecule at a distorted geometry from the Open Molecules 2025 dataset. Energies are from ωB97M-V/def2-TZVPD.

Computed properties:
Gap between HOMO and LUMO (alpha / beta) (eV): 7.796 / 7.798
HOMO level (alpha / beta) (eV): -9.698 / -9.699
LUMO energy (alpha / beta) (eV): -1.9 / -1.9
Relative energy (zero: lowest compared OMol25 entry of this formula, charge and spin) (kJ/mol): 447.2

Geometry as XYZ:
```
18
Properties=species:S:1:pos:R:3:forces:R:3
C 2.161 1.986 0.352 -0.325 -1.350 -2.095
C 1.812 0.828 -0.287 -0.104 0.705 3.889
C -2.081 -1.476 0.247 -0.212 -1.271 -3.054
C 0.854 0.024 0.508 -2.451 2.802 -1.246
O 0.215 -1.178 -1.593 -0.084 -1.160 1.968
O 1.590 -2.395 0.014 0.137 -0.751 0.939
O -1.549 0.798 -1.700 0.262 -0.231 0.682
O -1.631 2.185 0.288 0.177 0.902 1.186
O -0.767 -1.960 0.624 0.157 -0.388 0.178
O -2.237 -0.148 0.515 -0.092 1.017 0.348
S 0.508 -1.513 -0.203 -0.327 0.647 -2.719
S -1.304 0.934 -0.286 1.003 -1.124 -1.195
H 2.977 2.541 -0.044 0.449 0.646 -0.146
H 1.543 2.439 1.112 0.128 -0.249 0.313
H 2.319 0.307 -1.065 0.370 0.235 -0.693
H -2.208 -1.759 -0.911 0.122 0.832 2.525
H -2.825 -1.955 0.882 0.439 -0.438 -0.121
H 0.622 0.341 1.548 0.350 -0.825 -0.760
```
Forces are in eV/Å.

---

Here is a molecular structure, C2H7N2 at a distorted geometry from the Open Molecules 2025 dataset. Energies are from ωB97M-V/def2-TZVPD.

Computed properties:
Gap between HOMO and LUMO (alpha / beta) (eV): 8.608 / 8.446
Charge: +1
HOMO level (alpha / beta) (eV): -13.485 / -13.383
LUMO energy (alpha / beta) (eV): -4.9 / -4.9
Relative energy (zero: lowest compared OMol25 entry of this formula, charge and spin) (kJ/mol): 556.7

Geometry as XYZ:
```
11
Properties=species:S:1:pos:R:3:forces:R:3
C 0.063 0.784 0.700 -1.457 1.210 1.130
C 1.036 -0.651 -0.264 -1.417 0.773 1.410
N 0.976 0.655 -0.292 -1.815 -1.416 0.767
N 0.070 -0.701 0.876 1.815 -0.080 -0.051
H -0.940 1.189 0.480 0.978 0.277 0.504
H -2.109 0.716 -1.004 0.020 -0.188 -0.256
H -1.619 0.315 -1.403 -0.225 0.022 -0.048
H 1.620 -1.403 -0.589 2.271 -2.001 -0.951
H 1.226 1.346 -0.936 1.011 1.157 -1.217
H 0.425 -1.030 1.815 -0.219 0.355 -1.181
H -0.749 -1.221 0.616 -0.961 -0.110 -0.108
```
Forces are in eV/Å.